No. 1
{
  "formula": "C40H48As2N5NaO17S",
  "method": "ωB97M-V/def2-TZVPD",
  "species": ["Na", "C", "N", "C", "C", "O", "C", "O", "C", "C", "O", "N", "C", "C", "H", "H", "H", "H", "H", "H", "H", "H", "H", "H", "H", "H", "H", "H", "H", "H", "O", "C", "O", "C", "O", "O", "S", "C", "C", "C", "C", "C", "C", "C", "C", "C", "N", "H", "H", "H", "H", "H", "H", "O", "C", "N", "C", "O", "C", "C", "C", "C", "N", "C", "H", "H", "H", "H", "H", "H", "H", "H", "C", "O", "C", "O", "C", "C", "As", "C", "C", "C", "As", "C", "C", "O", "O", "C", "C", "O", "O", "C", "C", "O", "O", "C", "H", "H", "H", "H", "H", "H", "H", "H", "H", "H", "H", "H", "H", "H", "H", "H", "H", "H"],
  "positions_angstrom": [[0.7510, 0.0899, 1.0529], [-0.4992, -1.6925, -4.8411], [-0.9720, -0.4878, -4.1687], [-2.4297, -0.4198, -4.2162], [-0.4237, -0.2907, -2.8346], [-0.8696, -1.2819, -1.9099], [-1.0076, 1.0085, -2.2688], [-0.3052, 1.4550, -1.1268], [-0.9436, 2.6136, -0.6392], [-0.4922, 2.8928, 0.7787], [0.1695, 2.0875, 1.4098], [-0.8722, 4.0930, 1.2874], [-1.7592, 4.9872, 0.5642], [-0.4761, 4.4532, 2.6360], [-0.7984, -1.6377, -5.8895], [-0.9113, -2.6153, -4.4115], [0.5870, -1.7484, -4.8030], [-2.7468, -0.6862, -5.2246], [-2.7898, 0.5879, -4.0141], [-2.9098, -1.1095, -3.5102], [-2.0413, 0.8078, -1.9789], [-0.9996, 1.7738, -3.0553], [-2.0292, 2.4685, -0.6256], [-0.7143, 3.4723, -1.2878], [-2.6401, 4.4605, 0.1954], [-1.2558, 5.4755, -0.2758], [-2.0917, 5.7633, 1.2511], [0.0853, 3.6287, 3.0673], [-1.3571, 4.6425, 3.2533], [0.1460, 5.3532, 2.6229], [2.9496, 0.2133, 3.8103], [2.1508, -0.3909, 3.0602], [0.8996, -0.2877, 3.0913], [2.7086, -1.3717, 1.9607], [3.5509, -2.2241, 2.3119], [2.2213, -1.2362, 0.8075], [1.7660, -4.0965, -1.9204], [0.2151, -4.6608, -1.4306], [-0.7209, -3.6732, -1.4209], [-0.1558, -2.4423, -1.8319], [1.1716, -2.4956, -2.1342], [1.8553, -1.3595, -2.6518], [3.2001, -1.2981, -2.9583], [3.7612, -0.2025, -3.5862], [2.8987, 0.8827, -3.9210], [1.5933, 0.8400, -3.5963], [1.0340, -0.2425, -2.9237], [0.0903, -5.6912, -1.1407], [-1.7510, -3.7973, -1.1206], [3.8072, -2.1488, -2.6736], [4.8190, -0.1604, -3.8002], [3.2830, 1.7715, -4.4013], [0.9178, 1.6462, -3.8279], [5.7644, -1.9189, 4.1551], [6.5267, -0.8638, 3.6480], [5.6692, 0.1746, 3.1161], [5.9321, 0.7781, 1.9505], [6.9927, 0.6905, 1.3314], [4.8080, 1.6163, 1.3989], [4.1951, 2.6260, 2.1248], [3.2124, 3.3887, 1.5128], [2.8666, 3.0941, 0.2034], [3.4168, 2.1059, -0.4945], [4.3664, 1.3878, 0.1013], [4.9794, -2.0393, 3.5770], [7.2050, -1.1687, 2.8445], [7.1288, -0.4824, 4.4802], [4.6947, 0.2199, 3.4861], [4.4747, 2.8001, 3.1559], [2.7076, 4.1832, 2.0476], [2.1124, 3.6772, -0.3194], [4.7973, 0.5796, -0.4776], [0.5473, -4.2454, 2.0645], [-0.2758, -3.0822, 2.2350], [-1.1120, -3.0619, 3.2759], [-1.3672, -4.0245, 3.9611], [-1.7462, -1.7126, 3.4397], [-2.0594, -1.3078, 4.6684], [-3.0221, 0.3716, 5.0373], [-1.5402, 1.5583, 4.5272], [-4.0963, 0.4727, 3.4252], [-3.3946, 0.5220, 2.1999], [-1.9252, -0.7052, 1.7528], [-3.0536, -2.0991, 0.9181], [-3.7588, 1.2159, 0.9938], [-3.5064, 0.7772, -0.1304], [-4.2720, 2.4927, 0.9957], [-4.3902, 3.2381, 2.1964], [-5.5402, 0.5284, 3.3485], [-6.1422, 0.7592, 2.3071], [-6.3732, 0.3219, 4.4299], [-5.9836, -0.3354, 5.6224], [-1.8910, -2.1300, 5.9180], [-2.8566, -2.4656, 6.5607], [-0.6678, -2.3892, 6.3994], [0.5175, -1.8705, 5.7697], [0.1482, -4.8329, 1.2400], [0.5466, -4.8406, 2.9748], [1.5460, -3.8888, 1.8221], [-0.7451, 1.4426, 5.2660], [-1.9005, 2.5883, 4.5553], [-1.1193, 1.3315, 3.5488], [-4.0072, -2.1597, 1.4409], [-2.5393, -3.0602, 0.9600], [-3.2187, -1.8092, -0.1180], [-4.4967, 4.2803, 1.8891], [-3.5009, 3.1290, 2.8186], [-5.2713, 2.9391, 2.7591], [-6.9149, -0.6369, 6.1043], [-5.4286, 0.3165, 6.2946], [-5.3825, -1.2269, 5.4274], [1.2078, -1.6302, 6.5748], [0.3273, -0.9854, 5.1675], [0.9600, -2.6412, 5.1388]],
  "mulliken_charge": [-0.128, -1.073, -0.040, -0.808, 0.576, 0.504, -2.935, 0.783, -1.861, 0.104, 0.165, 0.851, -1.170, -1.198, 0.509, 0.312, 0.151, 0.374, 0.215, 0.245, 0.835, 0.535, 0.607, 0.473, 0.398, 0.243, 0.396, 0.154, 0.455, 0.348, -1.126, 0.618, -0.589, 0.648, -1.156, -0.086, -0.356, -0.452, -1.257, -0.168, 1.003, 0.459, -0.618, -1.007, -0.547, -0.677, 1.242, 0.567, 0.352, 0.381, 0.384, 0.388, 0.277, -0.540, -0.470, 0.084, 0.182, -0.747, 0.613, -0.056, -0.277, -0.696, -0.249, -0.551, 0.423, 0.357, 0.325, 0.051, 0.344, 0.377, 0.545, 0.433, -0.804, 0.277, -1.177, -0.639, 0.157, 1.042, -0.202, -1.129, 0.205, 0.724, 3.046, -1.566, -0.869, -0.490, -0.376, -0.682, -0.198, -0.627, -0.406, -0.875, 0.035, -0.633, -0.405, -0.201, 0.034, 0.441, 0.200, 0.523, 0.544, 0.175, 0.520, 0.263, 0.266, 0.335, 0.120, 0.345, 0.290, 0.384, 0.374, 0.392, -0.023, 0.163],
  "de_lowest_kcal_mol": 0.0,
  "charge": -2,
  "total_energy_ev": -221447.336,
  "multiplicity": 1,
  "e_homo_ev": [-1.70, -1.51]
}

***

No. 2
{
  "formula": "C3H5N2O2",
  "method": "ωB97M-V/def2-TZVPD",
  "species": ["C", "C", "C", "N", "N", "O", "O", "H", "H", "H", "H", "H"],
  "positions_angstrom": [[-0.1678, 0.7978, 0.4221], [1.2148, 0.5179, -0.2949], [-0.7913, -1.3237, -0.0495], [-1.2846, -0.0815, 0.0750], [1.6585, -0.6912, 0.0751], [-2.4896, 0.3971, -0.1104], [0.5054, -1.6272, 0.0382], [0.1500, 0.5078, 1.4276], [-0.5309, 1.8260, 0.2906], [1.0774, 0.6560, -1.4563], [2.1154, 1.1747, 0.0030], [-1.4573, -2.1536, -0.4203]],
  "nbo_charge": [-0.300, -0.249, 0.302, -0.011, -0.464, -0.680, -0.430, 0.199, 0.203, 0.077, 0.193, 0.161],
  "de_lowest_kcal_mol": 96.5,
  "charge": -1,
  "total_energy_ev": -10262.401,
  "multiplicity": 1,
  "e_homo_ev": -2.06
}

***

No. 3
{
  "formula": "C63H44CrF2N4O2P2S",
  "method": "ωB97M-V/def2-TZVPD",
  "species": ["Cr", "O", "S", "C", "C", "C", "C", "C", "C", "C", "C", "C", "C", "P", "C", "C", "C", "C", "C", "C", "C", "C", "C", "C", "C", "C", "C", "C", "C", "C", "C", "C", "C", "C", "C", "C", "C", "C", "P", "C", "C", "C", "C", "C", "C", "C", "C", "C", "C", "C", "C", "C", "C", "H", "H", "H", "H", "H", "H", "H", "H", "H", "H", "H", "H", "H", "H", "H", "H", "H", "H", "H", "H", "H", "H", "H", "H", "H", "H", "H", "H", "H", "H", "H", "H", "H", "H", "H", "H", "F", "C", "C", "C", "C", "C", "F", "C", "C", "C", "C", "C", "C", "N", "H", "H", "H", "H", "H", "H", "N", "C", "O", "C", "C", "N", "C", "N", "H", "H"],
  "positions_angstrom": [[-0.4852, -0.3245, 1.1971], [2.4108, -0.8379, 1.5456], [1.6618, -0.6617, 0.2650], [1.9464, -2.0796, -0.7551], [3.0199, -2.8013, -0.2863], [3.5862, -3.8612, -1.0158], [3.0799, -4.1106, -2.2535], [3.5534, -5.0643, -3.3240], [2.5162, -4.9236, -4.4648], [1.6364, -3.7764, -4.0333], [0.6426, -3.1128, -4.6757], [-0.1018, -2.1653, -3.9426], [0.1076, -1.8083, -2.6210], [-1.3081, -0.8027, -1.7948], [-2.5865, -1.3105, -2.9722], [-2.9136, -2.6683, -3.0317], [-3.8858, -3.1126, -3.9030], [-4.5355, -2.2035, -4.7358], [-4.2016, -0.8616, -4.6915], [-3.2247, -0.4081, -3.8067], [-0.6206, 0.8608, -2.0986], [-0.0060, 1.1169, -3.3274], [0.5430, 2.3616, -3.5928], [0.5305, 3.3553, -2.6207], [-0.0661, 3.1104, -1.3938], [-0.6584, 1.8803, -1.1521], [1.2788, -2.3797, -1.9935], [1.9627, -3.3796, -2.7200], [2.4797, 0.6577, -0.5795], [3.0637, 0.4417, -1.8029], [3.8678, 1.4128, -2.4350], [4.0817, 2.5888, -1.7837], [4.8959, 3.7993, -2.1759], [4.7170, 4.7980, -1.0014], [3.7909, 4.0943, -0.0375], [3.2538, 4.4971, 1.1483], [2.3810, 3.6157, 1.8159], [2.0498, 2.3532, 1.3618], [0.8031, 1.4435, 2.3542], [1.5964, 0.8262, 3.8608], [0.7625, 0.2917, 4.8416], [1.3021, -0.1840, 6.0263], [2.6746, -0.1257, 6.2339], [3.5034, 0.4064, 5.2564], [2.9673, 0.8840, 4.0684], [-0.2808, 2.7776, 2.9766], [-1.3308, 3.2520, 2.1917], [-2.1469, 4.2765, 2.6435], [-1.9299, 4.8370, 3.8962], [-0.8925, 4.3691, 4.6886], [-0.0727, 3.3437, 4.2328], [2.6306, 1.9005, 0.1283], [3.4694, 2.8146, -0.5300], [3.4494, -2.5126, 0.6627], [4.4303, -4.4058, -0.6135], [3.6373, -6.0850, -2.9526], [4.5489, -4.7681, -3.6597], [1.9151, -5.8289, -4.5642], [2.9811, -4.7447, -5.4336], [0.3645, -3.3340, -5.6985], [-0.9403, -1.7335, -4.4700], [-2.3961, -3.3816, -2.3986], [-4.1379, -4.1643, -3.9412], [-5.2958, -2.5484, -5.4243], [-4.7012, -0.1562, -5.3425], [-2.9674, 0.6428, -3.7860], [0.0564, 0.3432, -4.0788], [0.9978, 2.5503, -4.5566], [0.9753, 4.3211, -2.8252], [-0.0854, 3.8755, -0.6268], [-1.1907, 1.7244, -0.2225], [2.9249, -0.5091, -2.2976], [4.3075, 1.1984, -3.4004], [4.5407, 4.2143, -3.1199], [5.9419, 3.5309, -2.3246], [4.2917, 5.7460, -1.3312], [5.6680, 5.0307, -0.5214], [3.4634, 5.4693, 1.5756], [1.9335, 3.9705, 2.7352], [-0.3079, 0.2393, 4.6724], [0.6537, -0.6032, 6.7844], [3.0973, -0.4954, 7.1590], [4.5728, 0.4460, 5.4157], [3.6189, 1.2841, 3.3020], [-1.5473, 2.8115, 1.2272], [-2.9630, 4.6224, 2.0228], [-2.5731, 5.6297, 4.2551], [-0.7169, 4.7977, 5.6666], [0.7274, 2.9855, 4.8687], [-0.0526, -4.2867, 5.0061], [-0.6012, -3.6970, 3.9325], [0.0693, -2.6277, 3.3531], [-0.5196, -2.0576, 2.2444], [-1.7228, -2.5667, 1.7260], [-2.3745, -3.5964, 2.3706], [-3.5406, -4.0513, 1.8856], [-1.8147, -4.1915, 3.4831], [-3.3210, -1.0155, 0.2363], [-4.4466, -1.7184, -0.4984], [-5.2608, -0.9156, -1.1825], [-4.9332, 0.4906, -1.3746], [-3.6682, 0.8864, -1.1604], [-2.7099, 0.0327, -0.6134], [0.9973, -2.2721, 3.7778], [-2.2979, -5.0219, 3.9774], [-4.6251, -2.7753, -0.3536], [-6.1575, -1.3149, -1.6410], [-5.6636, 1.1755, -1.7812], [-3.3261, 1.8714, -1.4630], [-3.6004, 0.6658, 3.6449], [-3.1089, 0.1433, 2.4953], [-1.8081, 0.3003, 2.3781], [-3.8802, -0.4966, 1.5557], [-5.2757, -0.5183, 1.8285], [-6.3919, -0.4445, 2.1123], [-2.0848, -1.8450, 0.4903], [-1.0734, -1.7113, -0.3234], [-3.0049, 1.2785, 4.1731], [-4.5964, 0.7139, 3.7824]],
  "mulliken_charge": [-0.814, -0.671, 2.445, -0.300, -0.336, -1.535, 0.436, -0.781, -0.833, -0.164, -1.489, 0.437, -0.231, 2.193, 0.752, 0.169, -0.933, -0.710, -0.955, -0.580, 0.781, -0.430, -1.080, -0.721, -0.362, 0.309, -1.825, 1.344, -0.004, 0.300, -1.228, 0.329, -0.904, -0.742, 0.244, -1.318, 0.136, -0.132, 2.932, 0.442, -0.343, -0.599, -0.828, -0.729, -1.074, 0.257, -0.350, -1.165, -0.822, -0.880, -0.644, -1.537, 0.904, 0.738, 0.491, 0.373, 0.271, 0.277, 0.361, 0.510, 0.718, 0.437, 0.465, 0.412, 0.460, 0.386, 0.381, 0.498, 0.480, 0.463, -0.802, 0.550, 0.527, 0.244, 0.328, 0.312, 0.313, 0.491, 0.564, 0.358, 0.503, 0.400, 0.430, 0.429, 0.852, 0.521, 0.425, 0.485, 0.511, -0.350, 0.081, -0.695, 0.884, 0.074, 1.026, -0.328, -1.201, 1.958, -0.914, -0.450, -1.258, -0.687, 0.639, 0.897, 0.572, 0.464, 0.532, 0.453, 0.484, -0.383, -0.055, 0.227, -0.872, -0.617, -0.711, -0.106, -0.646, 0.190, 0.275],
  "charge": 1,
  "total_energy_ev": -139363.508,
  "multiplicity": 4,
  "e_homo_ev": [-9.71, -9.72]
}

***

No. 4
{
  "formula": "C42H48BCrNO4Sb",
  "method": "ωB97M-V/def2-TZVPD",
  "species": ["Cr", "C", "C", "C", "C", "C", "C", "C", "H", "H", "H", "H", "H", "H", "H", "H", "C", "C", "C", "C", "C", "C", "C", "Sb", "C", "C", "C", "C", "C", "C", "C", "C", "C", "C", "C", "C", "C", "C", "H", "H", "H", "H", "H", "H", "H", "H", "H", "H", "H", "H", "H", "H", "H", "H", "H", "H", "H", "H", "H", "C", "C", "C", "O", "H", "H", "H", "H", "H", "H", "H", "C", "C", "C", "C", "C", "C", "C", "C", "O", "B", "O", "C", "C", "H", "H", "H", "H", "H", "H", "H", "H", "H", "H", "H", "H", "O", "C", "N"],
  "positions_angstrom": [[-0.2215, 0.8778, -1.0475], [-3.7719, 0.5131, 0.5252], [-2.6570, 1.5176, 0.5471], [-2.1839, 2.1061, -0.6365], [-1.1802, 3.0753, -0.6068], [-0.6330, 3.4798, 0.6088], [-1.0923, 2.8985, 1.7794], [-2.0848, 1.9276, 1.7454], [-3.4470, -0.4332, 0.9593], [-4.1073, 0.3120, -0.4902], [-4.6193, 0.8785, 1.1080], [-2.6995, 1.8967, -1.5697], [-0.9012, 3.5861, -1.5199], [0.1379, 4.2325, 0.6357], [-0.6726, 3.2084, 2.7282], [-2.4338, 1.4833, 2.6685], [4.1868, -1.8761, 3.6636], [5.2179, -1.1916, 2.8071], [6.5611, -1.4015, 3.1213], [7.5853, -0.8167, 2.3985], [7.2819, 0.0034, 1.3242], [5.9529, 0.2150, 0.9947], [4.9070, -0.3624, 1.7225], [3.0518, 0.2832, 0.8693], [3.0993, 2.2708, 1.6307], [2.8856, 3.2276, 0.6331], [3.0075, 4.5855, 0.8987], [3.3398, 4.9988, 2.1774], [3.5607, 4.0574, 3.1704], [3.4628, 2.6909, 2.9192], [3.7926, 1.7344, 4.0294], [1.5175, -0.5629, 2.0998], [0.7786, 0.2491, 2.9564], [-0.2656, -0.2621, 3.7168], [-0.5883, -1.6045, 3.6131], [0.1267, -2.4190, 2.7481], [1.1722, -1.9185, 1.9805], [1.8878, -2.8439, 1.0333], [4.5913, -2.0702, 4.6570], [3.8950, -2.8386, 3.2395], [3.2781, -1.2919, 3.7784], [6.8013, -2.0360, 3.9667], [8.6155, -0.9993, 2.6755], [8.0657, 0.4715, 0.7439], [5.7321, 0.8566, 0.1467], [2.6007, 2.9009, -0.3612], [2.8425, 5.3088, 0.1092], [3.4384, 6.0525, 2.4046], [3.8324, 4.3857, 4.1675], [3.5181, 2.1577, 4.9962], [4.8637, 1.5231, 4.0462], [3.2793, 0.7828, 3.9199], [1.0411, 1.2955, 3.0501], [-0.8125, 0.3829, 4.3933], [-1.3904, -2.0225, 4.2080], [-0.1268, -3.4698, 2.6678], [1.8917, -3.8653, 1.4155], [2.9272, -2.5606, 0.8606], [1.3842, -2.8625, 0.0656], [1.4087, 1.3380, -4.2448], [0.9845, 2.3562, -3.1983], [1.8225, 3.6251, -3.2547], [1.1093, 1.8149, -1.9011], [1.4616, 1.7855, -5.2399], [0.7071, 0.5047, -4.2942], [2.3965, 0.9468, -3.9918], [-0.0682, 2.6265, -3.4007], [2.8585, 3.3867, -3.0051], [1.4618, 4.3586, -2.5308], [1.8049, 4.0852, -4.2445], [-6.4292, -4.0297, -1.2557], [-6.4572, -3.1165, -2.4856], [-7.0755, -3.9087, -3.6396], [-7.3541, -1.9075, -2.1867], [-5.0541, -2.6091, -2.8287], [-4.6523, -2.4235, -4.1466], [-3.3953, -1.9028, -4.4842], [-2.5556, -1.5583, -3.4572], [-1.2893, -1.0507, -3.5358], [-0.9170, -0.7802, -2.1803], [-1.9477, -1.3360, -1.2882], [-2.9438, -1.7297, -2.1347], [-4.1674, -2.2514, -1.7958], [-7.4332, -4.4098, -1.0575], [-6.1022, -3.5101, -0.3557], [-5.7677, -4.8835, -1.4095], [-8.0380, -4.3158, -3.3248], [-6.4386, -4.7403, -3.9446], [-7.2617, -3.2860, -4.5148], [-8.3653, -2.2286, -1.9291], [-7.4128, -1.2490, -3.0543], [-6.9591, -1.3279, -1.3507], [-5.3142, -2.6956, -4.9549], [-3.0929, -1.7796, -5.5148], [-4.4169, -2.3818, -0.7534], [2.6039, -1.7224, -2.4783], [1.5673, -1.3792, -2.0875], [0.4992, -1.0329, -1.6389]],
  "mulliken_charge": [0.329, -1.702, 1.324, -1.144, -1.157, -0.467, -0.681, -0.186, 0.258, 0.315, 0.557, 0.478, 0.791, 0.548, 0.365, 0.491, -1.293, 1.383, -0.546, -0.708, -0.730, -1.418, 0.621, 1.084, 0.276, -0.936, -0.609, -0.659, -0.742, 1.059, -1.497, 0.267, -0.001, -0.819, -0.962, -0.772, 0.970, -1.971, 0.453, 0.360, 0.010, 0.397, 0.371, 0.438, 0.333, 0.172, 0.481, 0.402, 0.435, 0.521, 0.336, 0.016, 0.251, 0.549, 0.359, 0.454, 0.535, 0.326, 0.137, -1.337, 0.914, -1.622, 0.148, 0.470, 0.104, 0.236, 0.112, 0.303, 0.292, 0.454, -1.754, 2.171, -2.016, -1.594, 0.676, -0.243, -1.891, 0.488, -0.816, 1.841, -0.710, -0.093, -0.473, 0.455, 0.321, 0.406, 0.441, 0.445, 0.390, 0.426, 0.371, 0.311, 0.261, 0.463, 0.309, -0.545, 0.561, 0.274],
  "total_energy_ev": -89650.406,
  "multiplicity": 4,
  "e_homo_ev": [-7.61, -6.42]
}